ORCA calculation (ωB97M-V/def2-TZVPD) on C19H16O5 in the gas phase in a non-equilibrium geometry.

Last column: Mulliken charge in e.
Cartesian coordinates (Å):
O1 -3.5392 -0.0941 1.7218  -0.6059
C1 -3.4036 -0.5451 0.6133  0.6607
O2 -3.3857 0.1799 -0.5001  -0.3122
C2 -3.4534 1.5969 -0.3980  -0.6710
C3 -2.1668 2.2294 -0.9450  0.4221
O3 -2.1977 2.9794 -1.8917  -0.5989
C4 -0.9374 1.8694 -0.2446  0.2497
C5 -0.7287 1.2768 0.9758  -0.5704
C6 0.6768 1.2311 1.1605  0.7826
C7 1.5256 0.7575 2.1637  -0.4445
C8 2.8807 0.8953 1.9813  -0.6712
C9 3.4056 1.4939 0.8304  -0.3810
C10 2.5924 1.9674 -0.1760  -0.9548
C11 1.2226 1.8274 0.0013  0.0874
O4 0.2445 2.2125 -0.8324  -0.4697
H1 2.9894 2.4283 -1.0652  0.4779
H2 4.4765 1.5852 0.7315  0.4287
H3 3.5614 0.5385 2.7396  0.4123
H4 1.1196 0.2998 3.0527  0.4678
H5 -1.4719 0.9422 1.6705  0.8909
H6 -4.2912 1.9360 -1.0135  0.3579
H7 -3.6113 1.8832 0.6486  0.4106
C12 -3.1551 -2.0050 0.3059  -0.8905
C13 -1.6380 -2.2278 0.3311  -0.6319
O5 -1.0978 -1.5178 -0.7577  -0.3325
C14 0.2562 -1.4305 -0.9006  0.4630
C15 1.1877 -1.9833 -0.0315  -0.4248
C16 2.5407 -1.8153 -0.2794  -0.6924
C17 2.9751 -1.1106 -1.3849  -0.6146
C18 2.0442 -0.5645 -2.2554  -0.5380
C19 0.6953 -0.7198 -2.0181  -0.0597
H8 -0.0445 -0.2973 -2.6796  0.4563
H9 2.3715 -0.0128 -3.1236  0.4240
H10 4.0311 -0.9876 -1.5698  0.4416
H11 3.2570 -2.2460 0.4044  0.3981
H12 0.8764 -2.5446 0.8357  0.4020
H13 -1.2280 -1.8614 1.2825  0.3942
H14 -1.4161 -3.3004 0.2384  0.4838
H15 -3.5339 -2.2418 -0.6865  0.3158
H16 -3.6297 -2.6246 1.0649  0.4362

Largest force on an atom, eV/A: 1.2
Structure (SMILES): O=C(CCOc1ccccc1)OCC(=O)c1cc2ccccc2o1
Orbital gap, eV: 8.1882

=====

ORCA calculation (ωB97M-V/def2-TZVPD) on C19H16O9P3V as an isolated structure.

Last column: Mulliken charge in e.
Cartesian coordinates (Å):
V1 1.0980 -1.9192 0.5113  1.2042
O1 0.3552 -2.1797 -2.8046  -0.4297
P1 0.2742 -3.5018 -1.9266  0.9177
O2 -0.6008 -4.5521 -2.3970  -0.6524
O3 -0.0346 -2.8932 -0.4893  -0.5284
O4 1.8094 -3.9630 -1.8163  -0.2197
P2 3.0194 -3.3314 -0.9770  0.7033
O5 2.7499 -3.9217 0.4946  -0.4207
O6 4.3218 -3.5212 -1.5674  -0.5994
O7 2.5011 -1.8704 -0.6436  -0.4231
H1 0.1747 -2.3572 -3.7388  0.3373
H2 3.0963 -4.7998 0.7065  0.3265
O8 -0.3449 -2.1986 3.7596  -0.4858
C1 0.0825 -1.3286 3.0773  0.1719
O9 1.1467 -1.5645 2.2166  -0.6525
C2 -0.3565 0.0924 3.0635  0.7889
C3 -0.8083 0.6090 4.2729  -0.7927
C4 -1.1904 1.9376 4.3590  -0.6066
C5 -1.1376 2.7495 3.2355  -0.7741
C6 -0.7197 2.2312 2.0195  -0.5242
C7 -0.3247 0.9000 1.9216  0.0168
P3 0.0293 0.2634 0.2604  2.1033
C8 1.0581 1.4472 -0.6085  0.6438
C9 2.4433 1.3641 -0.4659  -0.5916
C10 3.2527 2.3146 -1.0647  -0.8504
C11 2.6838 3.3454 -1.7994  -0.4967
C12 1.3043 3.4327 -1.9355  -0.8576
C13 0.4853 2.4874 -1.3415  -0.0742
C14 -1.5599 0.0877 -0.5524  0.8521
C15 -2.7118 -0.1076 0.2106  -0.6677
C16 -3.9226 -0.3332 -0.4237  -0.7959
C17 -3.9858 -0.3623 -1.8094  -0.5858
C18 -2.8395 -0.1646 -2.5682  -0.9509
C19 -1.6223 0.0527 -1.9460  -0.2415
H3 -0.8402 -0.0371 5.1395  0.5134
H4 -1.5246 2.3384 5.3059  0.4235
H5 -1.4299 3.7886 3.2988  0.4534
H6 -0.7028 2.8656 1.1421  0.4405
H7 2.8938 0.5597 0.1016  0.3325
H8 4.3268 2.2471 -0.9618  0.4371
H9 3.3177 4.0854 -2.2687  0.4239
H10 0.8645 4.2383 -2.5073  0.4396
H11 -0.5897 2.5540 -1.4548  0.4877
H12 -2.6707 -0.0766 1.2919  0.3546
H13 -4.8166 -0.4845 0.1652  0.4509
H14 -4.9324 -0.5395 -2.3014  0.4282
H15 -2.8946 -0.1815 -3.6482  0.4438
H16 -0.7276 0.1973 -2.5361  0.5269

Largest force on an atom, eV/A: 0.7
Spin multiplicity: 2
Net charge: +1
Orbital gap (spin up / spin down), eV: 7.4467 / 7.9984

=====

ORCA calculation (ωB97M-V/def2-TZVPD) on C19H17ClF2O4S in the gas phase in a non-equilibrium geometry.

Last column: Mulliken charge in e.
Cartesian coordinates (Å):
O1 -0.0226 0.2016 3.2506  -0.7537
O2 2.1792 0.2152 2.3176  -0.7344
F1 0.1277 -2.0186 -3.4574  -0.3019
F2 -2.6100 0.0964 0.8187  -0.4310
Cl1 0.0143 -6.2801 0.7965  -0.2107
O3 1.4384 -0.2114 -1.9009  -0.5026
O4 -0.5950 4.4471 -1.6384  -0.5772
C1 -1.9202 -1.6719 -2.1916  -0.5527
C2 -2.5670 -1.1210 -1.0950  -0.6010
C3 -0.8842 -3.8000 1.5352  -0.9046
C4 1.3935 -3.9293 0.6994  -0.9707
C5 -0.6580 -2.4487 1.8265  -0.0154
C6 1.5729 -2.5824 1.0014  0.3680
C7 -0.5297 -1.3954 -2.4347  0.3722
C8 -1.8736 -0.2771 -0.2371  0.2369
C9 0.1645 -4.5335 1.0035  0.4145
C10 0.1335 -0.5289 -1.5688  -0.0856
C11 -0.5015 0.0929 -0.4339  0.2505
C12 0.5792 -1.8302 1.5753  -0.4295
C13 2.2193 0.5571 -1.0131  -0.7589
C14 -1.0911 3.1574 0.2210  -0.7203
C15 0.9461 2.7158 -1.1912  -1.0869
C16 -0.4860 2.1804 1.2000  -1.5832
C17 0.0465 3.7639 -0.5599  0.1936
C18 1.4634 1.6346 -0.2018  0.0334
C19 0.2539 0.9842 0.5653  0.7571
S1 0.7784 -0.0750 2.0503  1.6749
H1 -1.1252 5.1627 -1.2818  0.3691
H2 -2.3822 -2.4162 -2.7865  0.4637
H3 -3.5982 -1.4554 -0.9388  0.4312
H4 -1.8625 -4.2505 1.7496  0.4051
H5 2.1662 -4.4968 0.2121  0.4448
H6 -1.4772 -1.8810 2.2357  0.5237
H7 2.5367 -2.0534 0.7901  0.2974
H8 3.0189 1.0278 -1.6053  0.5273
H9 2.7437 -0.1232 -0.2830  0.0847
H10 -1.8323 2.6132 -0.3632  0.2561
H11 -1.6137 3.9672 0.7354  0.5032
H12 0.3789 2.2470 -1.9945  0.2979
H13 1.8207 3.2107 -1.6775  0.4062
H14 0.1919 2.7191 1.9050  0.6079
H15 -1.3407 1.8586 1.8235  0.3632
H16 0.6608 4.3990 0.0565  0.2639
H17 2.1426 2.1281 0.4850  0.6736

Largest force on an atom, eV/A: 2.9
Structure (SMILES): O=S(=O)(c1ccc(Cl)cc1)[C@@]12CC[C@H](O)C[C@@H]1COc1c(F)ccc(F)c12
Orbital gap, eV: 9.2693

=====

ORCA calculation (ωB97M-V/def2-TZVPD) on C19H17ClN4O5S2 in the gas phase in a non-equilibrium geometry.

Last column: Mulliken charge in e.
Cartesian coordinates (Å):
O1 0.6222 -0.0087 -5.1084  -0.6520
C1 0.7948 -0.2232 -3.9328  -0.3635
N1 1.8472 -1.0352 -3.5479  -0.0228
C2 2.2500 -1.3958 -2.2940  0.3718
N2 1.5204 -1.4327 -1.2458  -0.0718
C3 2.2288 -1.7861 -0.1343  -0.6394
C4 1.7188 -1.8832 1.1545  -0.1800
C5 2.5662 -2.2315 2.1855  -0.7353
C6 3.9103 -2.5027 1.9441  -0.4992
C7 4.4375 -2.4278 0.6677  -0.4615
C8 3.5937 -2.0622 -0.3648  0.7640
S1 3.9565 -1.8523 -2.0569  -0.3449
H1 5.4786 -2.6381 0.4786  0.3954
H2 4.5549 -2.7742 2.7660  0.3919
H3 2.1796 -2.2813 3.1913  0.4216
H4 0.6744 -1.6810 1.3279  0.4690
H5 2.4591 -1.3071 -4.3098  0.3196
C9 -0.0448 0.3425 -2.8154  0.9421
H6 0.6046 0.5226 -1.9550  0.3861
C10 -1.1173 -0.6626 -2.3766  -1.0280
C11 -1.6984 -0.1564 -1.0540  -0.2292
N3 -1.7894 1.2924 -1.0206  0.2546
S2 -0.7205 2.0366 0.0167  1.5064
O2 0.5828 1.4394 0.0420  -0.7067
O3 -0.8135 3.4491 -0.1736  -0.7610
C12 -1.4967 1.6069 1.5951  -0.4535
C13 -0.7922 0.8508 2.5078  0.0122
C14 -1.3849 0.5287 3.7230  -0.4668
C15 -2.6668 0.9752 4.0332  -0.4716
C16 -3.3671 1.7337 3.1179  -0.6272
C17 -2.7827 2.0454 1.8906  0.2496
Cl1 -3.6327 2.9656 0.7416  -0.1453
H7 -4.3615 2.0867 3.3375  0.4579
H8 -3.0953 0.7155 4.9898  0.5019
N4 -0.6678 -0.2861 4.6773  1.0036
O4 0.3749 -0.7832 4.3164  -0.5788
O5 -1.1629 -0.4266 5.7727  -0.6280
H9 0.2114 0.5285 2.2700  0.8048
C18 -1.9405 1.9165 -2.3220  -1.1093
C19 -0.7307 1.6500 -3.2307  -0.9067
H10 -1.0487 1.5781 -4.2723  0.3900
H11 -0.0173 2.4706 -3.1465  0.4009
H12 -2.0628 2.9850 -2.1454  0.4119
H13 -2.8628 1.5251 -2.7586  0.4313
H14 -1.0418 -0.4552 -0.2351  -0.0017
H15 -2.6975 -0.5723 -0.8787  0.2838
H16 -1.8877 -0.7315 -3.1460  0.4076
H17 -0.6821 -1.6480 -2.2220  0.5061

Largest force on an atom, eV/A: 1.3
Structure (SMILES): O=C(Nc1nc2ccccc2s1)C1CCN(S(=O)(=O)c2cc([N+](=O)[O-])ccc2Cl)CC1
Orbital gap, eV: 7.6307

=====

ORCA calculation (ωB97M-V/def2-TZVPD) on C19H17CoN4O3S4Sb as an isolated structure in a non-equilibrium geometry.

Last column: Mulliken charge in e.
Cartesian coordinates (Å):
Co1 1.9229 -1.1937 -1.7736  -0.2264
O1 5.4039 0.7806 -1.6850  -0.7801
C1 4.2477 0.3641 -1.7857  0.3823
O2 3.8694 -0.8532 -1.8274  -0.5071
C2 3.1154 1.3570 -1.8669  0.4548
C3 3.3171 2.7245 -1.7816  -0.4443
C4 2.2382 3.5850 -1.8316  -0.3862
C5 0.9694 3.0240 -1.9649  -0.5250
C6 0.8502 1.6539 -2.0631  -0.2560
N1 1.8902 0.8161 -2.0278  0.0185
H1 4.3357 3.0735 -1.6739  0.4832
H2 2.3628 4.6587 -1.7770  0.4003
H3 0.0845 3.6469 -1.9854  0.4435
H4 -0.1211 1.1816 -2.1779  0.3415
S1 -0.7590 -4.5255 0.2387  -0.7985
Sb1 -0.1043 -3.7986 -1.8348  0.7986
S2 -0.2598 -1.3997 -2.1430  -0.4215
S3 2.2692 -3.4092 -2.0136  -0.5338
S4 -1.1259 -4.9696 -3.5196  -0.7714
C7 -4.6766 -1.8721 -0.9090  -1.5143
C8 -3.8489 -0.8509 -0.1812  0.7166
C9 -3.1191 -1.1847 0.9520  -0.6852
C10 -2.2982 -0.2630 1.5859  -0.2668
C11 -2.1822 1.0227 1.0756  0.6272
N2 -1.3848 2.0414 1.6569  0.0460
C12 -0.5376 2.0670 2.7274  0.2334
O3 -0.4525 3.0857 3.4086  -0.7613
N3 0.1979 0.9599 3.1034  -0.0323
C13 0.9008 -0.0428 2.3872  0.3396
C14 1.5877 -0.9821 3.1546  -0.5474
C15 2.3802 -1.9148 2.5136  -0.8173
C16 2.4779 -1.8931 1.1391  -0.5426
N4 1.8138 -1.0111 0.3969  0.6496
C17 1.0341 -0.1124 1.0056  -0.2533
C18 -2.9317 1.3760 -0.0410  -0.4584
C19 -3.7538 0.4523 -0.6551  -0.6681
H5 -4.6152 -2.8412 -0.4172  0.3431
H6 -4.3008 -2.0075 -1.9271  0.3000
H7 -5.7245 -1.5628 -0.9745  0.3717
H8 -3.1603 -2.1990 1.3237  0.2292
H9 -1.7375 -0.5624 2.4599  0.3688
H10 -1.6929 2.9727 1.4351  0.2337
H11 0.6010 1.1236 4.0101  0.2504
H12 1.5076 -0.9639 4.2355  0.3938
H13 2.9289 -2.6545 3.0804  0.3682
H14 3.0856 -2.6008 0.5903  0.3899
H15 0.5316 0.5898 0.3576  0.3838
H16 -2.8430 2.3793 -0.4485  0.3093
H17 -4.2940 0.7321 -1.5516  0.3201

Largest force on an atom, eV/A: 2.0
Spin multiplicity: 4
Net charge: -2
Orbital gap (spin up / spin down), eV: 4.9825 / 5.4217

=====

ORCA calculation (ωB97M-V/def2-TZVPD) on C19H17F3N4O2S in the gas phase in a non-equilibrium geometry.

Last column: Mulliken charge in e.
Cartesian coordinates (Å):
N1 2.0609 4.3189 0.8035  -0.5165
O1 -2.1361 -0.4887 -1.8154  -0.6761
O2 -3.9746 -1.2995 -0.4974  -0.7147
F1 -3.8642 -0.8837 2.4026  -0.2161
F2 -4.8911 0.6467 3.5009  -0.2986
F3 -5.6007 0.1995 1.5415  -0.2325
C1 2.0529 3.2194 0.4020  0.0648
N2 1.3295 0.9706 0.1759  -0.4244
N3 3.3535 1.6697 -0.7690  -0.7237
C2 2.2464 1.8969 -0.0843  0.2501
C3 1.5957 -0.3052 -0.2225  -0.3617
C4 3.6214 0.4485 -1.1473  0.3993
C5 -2.5695 3.4985 1.6096  -0.4892
C6 -1.8188 3.2674 0.4762  -0.7392
C7 -3.4451 2.5821 2.1193  -0.7751
C8 -1.8994 1.9887 -0.0904  -0.1831
C9 -3.5443 1.3026 1.5912  0.2443
C10 2.7864 -0.6031 -0.8960  1.2971
C11 -2.7677 1.0003 0.4218  -0.2171
N4 0.7064 -1.3309 0.0794  0.1609
C12 -4.4790 0.3151 2.2524  0.9210
C13 4.8159 0.0318 -1.9466  -0.4787
C14 3.2920 -1.9022 -1.4075  -0.6786
C15 0.3195 -2.3402 -0.9380  -0.6037
C16 4.7254 -1.5305 -1.8481  -0.7291
C17 -0.3621 -1.0573 1.0451  -0.8555
C18 -1.0103 -2.8438 -0.3754  -1.1515
C19 -1.5722 -1.7630 0.5128  -0.1530
S1 -2.6566 -0.6161 -0.4467  1.4795
H1 -2.5305 4.4838 2.0936  0.3537
H2 -1.1890 4.0748 0.0508  0.4599
H3 -4.0358 2.8485 2.9985  0.4353
H4 -1.2437 1.7735 -0.9632  0.3812
H5 4.7077 0.3598 -2.9707  0.2844
H6 5.7381 0.4106 -1.4905  0.3068
H7 3.2859 -2.6546 -0.6052  0.3348
H8 2.7061 -2.2467 -2.2702  0.2465
H9 1.0805 -3.1041 -1.0027  0.4663
H10 0.1203 -1.9103 -1.9234  0.3399
H11 5.4693 -1.8660 -1.1311  0.2800
H12 4.9791 -1.9999 -2.8095  0.3377
H13 -0.1029 -1.4726 2.0086  0.1209
H14 -0.5927 -0.0036 1.1832  0.5542
H15 -1.7042 -3.1448 -1.1357  0.3738
H16 -0.8390 -3.7335 0.2397  0.4612
H17 -2.1637 -2.2076 1.2784  0.6644

Largest force on an atom, eV/A: 4.5
Structure (SMILES): N#Cc1nc2c(c(N3CC[C@H](S(=O)(=O)c4ccccc4C(F)(F)F)C3)n1)CCC2
Orbital gap, eV: 8.9250

=====

- Look up the largest force on an atom of the fourth one.
  1.3 eV/A

=====

- Which formula does entry 5 have?
  C19H17CoN4O3S4Sb